1.
ORCA calculation (the ωB97M-V functional and the def2-TZVPD basis) on 2 unconnected molecules or ions with the total composition C9H8NO2S in a non-equilibrium geometry.

Calculated values
* orbital gap (alpha / beta): 5.627 / 5.631 eV
* multiplicity: 1
* charge: +1
* energy above the lowest of the compared OMol25 structures with the same formula, charge and spin: 538.7 kJ/mol
* lowest unoccupied orbital energy (alpha / beta): -7.01 / -7.01 eV

Each line ends with the Löwdin charge.
Atoms and positions in Å:
C  -3.0861  3.3251  2.0326  0.18
C  -1.9153  3.2369  2.4322  -0.15
C  -0.5033  -0.6983  -1.4097  0.00
C  1.7626  -1.5250  -0.7531  0.06
C  -0.7659  -0.4335  -0.1298  -0.07
C  1.3560  -1.3312  0.5961  -0.03
C  0.8252  -1.1682  -1.7608  -0.20
C  0.1992  -0.7169  0.9038  -0.46
C  1.1077  -1.2306  -3.1777  -0.05
N  -0.7707  2.6999  2.8734  -0.10
O  0.2551  3.3003  3.0488  0.06
O  0.7507  -0.9341  3.3827  -0.37
S  -0.2971  -0.4656  2.5169  1.20
H  -4.1549  3.5826  1.7568  0.09
H  -1.2971  -0.4394  -2.1137  0.14
H  2.7330  -1.9769  -0.9037  0.13
H  -1.7586  -0.1842  0.0948  0.10
H  1.9029  -1.5334  1.4901  0.11
H  1.6470  -0.2742  -3.4002  0.12
H  1.7096  -2.2000  -3.6084  0.17
H  0.3000  -1.0336  -3.8710  0.08


2.
ORCA calculation (the ωB97M-V functional and the def2-TZVPD basis) on a single C9H8O2 molecule in a non-equilibrium geometry.

Calculated values
* orbital gap: 9.184 eV
* multiplicity: 1
* SMILES string: O=C1CCOc2ccccc21
* energy above the lowest of the compared OMol25 structures with the same formula, charge and spin: 0.0 kJ/mol
* lowest unoccupied orbital energy: 0.26 eV

Each line ends with the Löwdin charge.
Atoms and positions in Å:
O  -1.5869  2.3011  0.0036  0.09
C  -1.3145  1.1256  -0.0838  -0.35
C  -2.3730  0.0515  -0.2857  -0.08
C  -1.9165  -1.2327  0.3572  -0.16
O  -0.6610  -1.6788  -0.1675  -0.02
C  0.3305  -0.7681  -0.1041  -0.23
C  1.6640  -1.2097  -0.1070  0.00
C  2.7053  -0.3037  -0.0477  -0.08
C  2.4593  1.0703  0.0357  -0.08
C  1.1448  1.5109  0.0301  -0.01
C  0.0755  0.6131  -0.0467  -0.09
H  -3.3304  0.3792  0.1488  0.13
H  -2.5291  -0.1034  -1.3656  0.14
H  -2.5971  -2.0585  0.1841  0.13
H  -1.7955  -1.0745  1.4451  0.14
H  1.8314  -2.2848  -0.1493  0.12
H  3.7206  -0.6782  -0.0441  0.10
H  3.2967  1.7667  0.1294  0.11
H  0.8757  2.5740  0.0675  0.13


3.
ORCA calculation (the ωB97M-V functional and the def2-TZVPD basis) on a single C9H8O2 molecule in a non-equilibrium geometry.

Calculated values
* orbital gap: 9.492 eV
* multiplicity: 1
* SMILES string: CC(=O)c1ccccc1C=O
* energy above the lowest of the compared OMol25 structures with the same formula, charge and spin: 167.1 kJ/mol
* lowest unoccupied orbital energy: -0.01 eV

Each line ends with the Löwdin charge.
Atoms and positions in Å:
C  -0.0926  -1.3446  2.6062  -0.02
C  -0.2839  -1.0631  1.1838  -0.43
O  -0.8863  -1.9272  0.6017  0.09
C  0.0667  0.2031  0.5353  -0.10
C  1.0892  0.9250  1.0157  -0.04
C  1.4617  2.0714  0.3344  -0.06
C  0.8400  2.3436  -0.8946  -0.05
C  -0.1189  1.4954  -1.5434  -0.03
C  -0.3631  0.3643  -0.8627  -0.11
C  -1.0769  -0.7980  -1.5362  -0.27
O  -0.4593  -1.6506  -2.0446  0.11
H  -1.0109  -0.8243  3.0723  0.13
H  0.7437  -0.8661  3.1421  0.07
H  -0.1459  -2.3937  2.9222  0.09
H  1.5949  0.6668  1.9578  0.12
H  2.2040  2.6874  0.7136  0.08
H  0.9495  3.3642  -1.3463  0.12
H  -0.5134  1.6078  -2.5829  0.14
H  -2.1908  -0.8021  -1.3662  0.14


4.
ORCA calculation (the ωB97M-V functional and the def2-TZVPD basis) on 2 unconnected molecules or ions with the total composition C9H9BF3O11P2 in a non-equilibrium geometry.

Calculated values
* orbital gap: 8.457 eV
* multiplicity: 1
* charge: -1
* lowest unoccupied orbital energy: 1.76 eV

Each line ends with the Löwdin charge.
Atoms and positions in Å:
O  -1.7510  -1.3916  5.3061  -0.29
P  -2.3021  -0.8571  4.0543  0.35
O  -1.7130  0.6066  3.7729  -0.13
O  -3.9013  -0.7045  4.1252  -0.16
C  -1.9187  -1.9390  2.6684  -0.45
P  -3.3157  -2.4214  1.5377  0.88
C  -3.4937  -1.1721  0.1784  -0.41
C  -3.0707  0.2786  0.4952  -0.18
C  -1.7799  0.6053  -0.1817  -0.23
F  -1.9226  1.1482  -1.4115  0.07
C  -0.5386  0.3434  0.2712  -0.29
F  -0.0660  0.8102  1.4205  0.13
F  0.3748  -0.3846  -0.3399  0.17
H  -2.3869  1.2436  3.5128  0.08
H  -4.1070  -0.3565  5.0040  0.09
H  -1.0312  -1.5527  2.1631  0.05
H  -1.6157  -2.8636  3.1621  0.05
H  -2.7432  -3.5148  0.8574  -0.07
H  -2.9864  -1.4766  -0.7377  0.08
H  -4.5600  -1.1634  -0.0519  0.06
H  -3.8224  0.9417  0.0595  0.11
H  -3.0592  0.5135  1.5591  0.08
B  3.9800  1.0231  -2.8793  -0.87
O  2.6474  1.6715  -2.9258  0.23
C  1.7145  0.7342  -2.9606  -0.40
O  0.5309  0.9174  -3.0019  0.13
C  2.4087  -0.6341  -2.9333  -0.41
O  1.8548  -1.6967  -2.9500  0.14
O  3.7153  -0.4355  -2.8817  0.23
O  4.8154  1.4227  -4.0249  0.23
C  5.9256  1.9966  -3.5858  -0.39
O  6.8124  2.4335  -4.2602  0.14
C  5.8695  2.0014  -2.0387  -0.39
O  6.7055  2.4429  -1.3052  0.14
O  4.7305  1.4299  -1.6779  0.23


5.
ORCA calculation (the ωB97M-V functional and the def2-TZVPD basis) on a single C9H9BrO5 molecule.

Calculated values
* orbital gap: 9.347 eV
* multiplicity: 1
* SMILES string: CC(=O)OCCCC1=C(Br)C(=O)OC1=O
* energy above the lowest of the compared OMol25 structures with the same formula, charge and spin: 0.0 kJ/mol
* lowest unoccupied orbital energy: -1.23 eV

Each line ends with the Löwdin charge.
Atoms and positions in Å:
C  -1.3640  -1.5282  -2.0718  0.02
C  -0.0637  -2.2823  -2.2519  -0.51
O  0.1020  -3.0998  -3.1043  0.13
O  0.9120  -2.0519  -1.3207  -0.01
C  1.2832  -0.6985  -1.0467  -0.19
C  1.5172  -0.5275  0.4462  -0.13
C  1.4616  0.9642  0.8402  -0.12
C  0.1333  1.3247  1.3905  -0.17
C  -0.8924  1.9890  0.8693  -0.56
Br  -1.0337  2.7758  -0.7985  0.88
C  -2.0201  2.0204  1.8502  -0.47
O  -3.1000  2.4862  1.7389  0.18
O  -1.5799  1.3872  2.9928  0.15
C  -0.3052  0.8930  2.7548  -0.38
O  0.2843  0.2563  3.5638  0.20
H  -1.7293  -1.1945  -3.0411  0.10
H  -2.0878  -2.2408  -1.6728  0.10
H  -1.3036  -0.6897  -1.3811  0.06
H  0.5067  -0.0077  -1.3883  0.09
H  2.1964  -0.4987  -1.6134  0.14
H  0.7414  -1.0931  0.9680  0.13
H  2.4693  -0.9666  0.7421  0.12
H  2.2327  1.1967  1.5751  0.13
H  1.6395  1.5858  -0.0414  0.11


6.
ORCA calculation (the ωB97M-V functional and the def2-TZVPD basis) on a molecular structure, C9H9CaCl5GeO2Te in a non-equilibrium geometry.

Calculated values
* orbital gap (alpha / beta): 7.506 / 4.278 eV
* multiplicity: 2
* charge: +1
* energy above the lowest of the compared OMol25 structures with the same formula, charge and spin: 185.5 kJ/mol
* lowest unoccupied orbital energy (alpha / beta): -3.39 / -6.61 eV

Each line ends with the Löwdin spin population.
Atoms and positions in Å:
Ca  0.1846  1.4491  -0.7167  0.07
Cl  -3.4263  -3.3587  3.9700  0.00
C  -2.4743  -2.1718  3.1515  0.00
C  -1.7650  -1.2195  3.9050  0.00
C  -1.0014  -0.2715  3.2831  0.00
Cl  -0.1288  0.8993  4.1985  0.00
C  -0.8864  -0.2012  1.8628  0.00
O  -0.1532  0.6968  1.3102  0.00
C  -1.6305  -1.1745  1.1252  0.00
C  -1.6440  -1.2068  -0.2957  0.00
O  -1.0681  -0.4387  -1.0956  0.01
C  -2.4090  -2.1497  1.7929  0.00
H  -1.8215  -1.2346  4.9851  0.00
H  -2.2488  -2.0136  -0.7322  0.00
H  -2.9587  -2.8797  1.2119  0.00
Cl  -3.8999  4.1429  -1.0869  0.14
Ge  -2.0374  3.4083  -1.7324  0.44
Cl  -1.8665  2.9870  -3.8191  0.16
Cl  -0.3117  4.6246  -1.1937  0.17
C  4.2812  1.3923  -2.3776  0.00
Te  2.4011  0.5517  -2.9438  0.00
C  2.7392  -1.3711  -2.0787  0.00
H  4.4592  1.2554  -1.3153  0.00
H  4.2568  2.4522  -2.6182  0.00
H  5.0586  0.9070  -2.9598  0.00
H  3.4541  -1.9101  -2.6925  0.00
H  1.7875  -1.8975  -2.0753  0.00
H  3.1091  -1.2675  -1.0627  0.00


7.
ORCA calculation (the ωB97M-V functional and the def2-TZVPD basis) on 2 unconnected molecules or ions with the total composition C9H9ClN2Se in a non-equilibrium geometry.

Calculated values
* orbital gap (alpha / beta): 7.552 / 7.912 eV
* multiplicity: 1
* energy above the lowest of the compared OMol25 structures with the same formula, charge and spin: 319.9 kJ/mol
* lowest unoccupied orbital energy (alpha / beta): -0.29 / -0.74 eV

Each line ends with the Löwdin charge.
Atoms and positions in Å:
C  2.3506  0.9397  -1.4318  -0.07
C  1.7204  -1.1914  -0.3684  -0.16
C  3.6225  0.8191  -0.9035  -0.13
C  3.0138  -1.3023  0.1082  -0.13
C  1.4694  -0.0738  -1.0950  0.00
C  3.9285  -0.2791  -0.1567  -0.63
C  -2.9824  0.8630  0.4490  -0.27
C  -2.2792  -0.4024  1.1030  -0.43
C  -1.1346  -0.2019  -1.4506  -0.48
N  -2.0042  1.6843  -0.2756  -0.02
N  -1.2268  1.1599  -1.1451  -0.06
Cl  5.5789  -0.5109  0.5001  0.60
Se  -1.5968  -1.6234  -0.3278  0.99
H  2.1865  1.6462  -2.2088  0.10
H  1.1557  -2.2035  -0.4754  0.10
H  4.4665  1.4143  -1.3007  0.12
H  3.5000  -2.1873  0.5724  0.11
H  -3.7047  0.3163  -0.1035  0.08
H  -3.4402  1.4697  1.1878  0.09
H  -1.3607  -0.0250  1.7860  0.12
H  -3.0787  -0.7390  1.7029  0.03
H  -1.0202  -0.5537  -2.4341  0.03


8.
ORCA calculation (the ωB97M-V functional and the def2-TZVPD basis) on 3 unconnected molecules or ions with the total composition C9H9F3O9 in a non-equilibrium geometry.

Calculated values
* orbital gap: 11.926 eV
* multiplicity: 1
* SMILES string: O=C1OC[C@@H](F)O1.O=C1OC[C@@H](F)O1.O=C1OC[C@@H](F)O1
* energy above the lowest of the compared OMol25 structures with the same formula, charge and spin: 31.3 kJ/mol
* lowest unoccupied orbital energy: 0.55 eV

Each line ends with the Löwdin charge.
Atoms and positions in Å:
O  0.5645  1.8317  3.2026  0.18
C  0.2960  1.7079  2.0557  -0.55
O  -0.9282  1.4698  1.5722  0.09
C  -0.8163  1.1082  0.2156  -0.07
C  0.4735  1.7959  -0.1710  -0.30
F  0.1899  3.0803  -0.5968  0.05
O  1.2002  1.7787  1.0245  0.14
H  -0.8209  0.0266  0.0477  0.14
H  -1.5853  1.4570  -0.4751  0.14
H  1.0355  1.3161  -0.9696  0.16
O  -0.9074  -1.9829  -2.9783  0.20
C  -0.5486  -0.9316  -3.3678  -0.53
O  -1.1577  0.2607  -3.0396  0.04
C  -0.6057  1.3069  -3.8201  -0.06
C  0.7175  0.6936  -4.2757  -0.31
F  1.7399  1.0012  -3.4488  0.08
O  0.4447  -0.6949  -4.2551  0.14
H  -1.2448  1.5234  -4.6746  0.14
H  -0.3727  2.1685  -3.1963  0.13
H  1.0013  0.9497  -5.2938  0.17
O  0.6099  -2.7560  0.6835  0.18
C  0.4064  -2.3983  1.7963  -0.56
O  1.3197  -2.3973  2.7825  0.08
C  0.7832  -1.9915  4.0181  -0.05
C  -0.6952  -1.6836  3.6667  -0.27
F  -0.9813  -0.3769  3.8967  0.07
O  -0.7826  -1.9491  2.2738  0.12
H  0.7562  -2.8076  4.7462  0.13
H  1.3457  -1.1715  4.4535  0.14
H  -1.4372  -2.3348  4.1273  0.17


9.
ORCA calculation (the ωB97M-V functional and the def2-TZVPD basis) on a molecular structure, C9H9F6IN2PS in a non-equilibrium geometry.

Calculated values
* orbital gap: 7.806 eV
* multiplicity: 1
* charge: -1
* lowest unoccupied orbital energy: 1.26 eV

Each line ends with the Löwdin charge.
Atoms and positions in Å:
I  2.8343  0.7952  2.9529  0.65
C  1.4068  1.3869  1.3827  -0.61
C  1.3240  0.1794  0.3871  -0.33
C  0.3294  0.3985  -0.8315  -0.14
C  -1.0205  0.9268  -0.2135  -0.15
C  -1.2944  2.3307  -0.3384  -0.04
C  -2.5547  2.8687  0.2765  -0.07
C  -3.4853  2.0435  0.9932  -0.04
C  -3.1832  0.5960  1.0985  -0.35
N  -3.9907  -0.3037  1.7715  -0.24
S  -3.1361  -1.7319  1.5863  0.95
N  -1.7788  -1.3510  0.6934  -0.19
C  -1.9406  0.0024  0.4997  -0.29
H  1.8150  2.3262  0.9284  0.05
H  0.4636  1.6102  1.9310  0.04
H  0.9567  -0.7145  0.9493  0.09
H  2.3305  -0.0979  -0.0311  0.09
H  0.1965  -0.6136  -1.3033  0.11
H  0.7088  1.1022  -1.6108  0.11
H  -0.5990  3.0227  -0.8541  0.11
H  -2.7583  3.9631  0.2047  0.09
H  -4.3941  2.4923  1.4435  0.10
F  3.3109  -3.1092  -0.2693  -0.20
P  2.5382  -3.0341  -1.7016  0.29
F  1.2487  -3.7274  -2.4201  -0.20
F  3.0419  -1.4799  -1.7718  -0.21
F  3.1657  -2.8927  -3.1980  -0.20
F  1.2694  -2.4631  -0.8684  -0.21
F  3.1951  -4.5257  -1.6868  -0.20


10.
ORCA calculation (the ωB97M-V functional and the def2-TZVPD basis) on a single C9H9FO molecule in a non-equilibrium geometry.

Calculated values
* orbital gap: 9.321 eV
* multiplicity: 1
* SMILES string: C[C@@]1(F)Cc2ccccc2O1
* energy above the lowest of the compared OMol25 structures with the same formula, charge and spin: 0.0 kJ/mol
* lowest unoccupied orbital energy: 0.84 eV

Each line ends with the Löwdin charge.
Atoms and positions in Å:
C  -1.0390  2.3238  1.8509  0.02
C  -0.2398  1.0886  1.3093  -0.42
F  0.6758  0.6712  2.2528  0.05
C  -1.1612  0.0121  0.7327  -0.06
C  -0.2977  -0.6792  -0.2600  -0.21
C  -0.4028  -1.9525  -0.7518  -0.02
C  0.6522  -2.2849  -1.6843  -0.11
C  1.6946  -1.4039  -1.9723  -0.13
C  1.7253  -0.0783  -1.5645  -0.01
C  0.7459  0.1999  -0.6154  -0.20
O  0.6987  1.4099  0.1168  0.02
H  -1.9976  1.9712  2.1526  0.06
H  -1.1913  3.1110  1.1855  0.06
H  -0.5159  2.7278  2.8357  0.13
H  -2.1111  0.4831  0.2405  0.16
H  -1.6725  -0.5533  1.5508  0.14
H  -1.3700  -2.5711  -0.6974  0.14
H  0.7632  -3.3484  -2.1646  0.13
H  2.4729  -1.7409  -2.7631  0.13
H  2.5705  0.6138  -1.7539  0.13


| no. | DFT total energy (Ha) |
| --- | --- |
| 1 | -950.641655 |
| 2 | -498.235818 |
| 3 | -498.172158 |
| 4 | -2183.491678 |
| 5 | -3298.577744 |
| 6 | -5822.266431 |
| 7 | -3319.248839 |
| 8 | -1325.153560 |
| 9 | -2094.474873 |
| 10 | -523.414800 |